Record 1
Here is a structure of composition C42H42Cl5N4O8PS2SiTi from OMol25. Energies are from wB97M-V/def2-TZVPD.

Output
Energy relative to the best compared isomer or geometry (same formula, charge and spin) ... 26.8 kJ/mol
Frontier orbital gap (alpha / beta) ... 3.83 / 5.86 eV
Total charge ... -2
HOMO level (alpha / beta) ... -0.43 / -2.46 eV
Expectation value of S² ... 2.03
2S+1 ... 3
E_LUMO (alpha / beta) ... 3.403 / 3.400 eV
Calculated total energy ... -7024.84316 a.u.

Last column: Löwdin charge in e.
Geometry (Å):
1 Ti -0.049 -0.435 0.267  0.87
2 O -6.561 -0.202 3.187  -0.07
3 C -6.246 -0.269 1.793  -0.19
4 C -4.793 -0.587 1.614  -0.17
5 C -4.378 -1.312 0.520  -0.03
6 C -3.017 -1.435 0.272  -0.12
7 N -2.096 -0.896 1.066  0.03
8 C -2.499 -0.254 2.179  -0.23
9 C -3.829 -0.072 2.482  0.03
10 C -1.395 0.261 3.027  -0.19
11 C -1.578 0.738 4.318  0.06
12 C -0.477 1.159 5.047  -0.19
13 C -0.637 1.780 6.406  -0.22
14 O -0.847 3.186 6.317  -0.05
15 C 0.782 1.056 4.472  -0.02
16 C 0.888 0.570 3.183  -0.13
17 N -0.178 0.206 2.477  0.02
18 H -7.506 -0.054 3.264  0.08
19 H -6.436 0.697 1.312  0.14
20 H -6.850 -1.021 1.281  0.12
21 H -5.074 -1.703 -0.215  0.01
22 H -2.646 -1.919 -0.620  0.09
23 H -4.135 0.502 3.346  0.11
24 H -2.567 0.784 4.751  0.12
25 H 0.247 1.563 7.016  0.11
26 H -1.511 1.372 6.915  0.12
27 H -0.372 3.514 5.544  0.09
28 H 1.672 1.352 5.014  0.09
29 H 1.842 0.468 2.682  0.09
30 O -0.334 -2.362 -3.231  0.06
31 C 0.042 -1.620 -2.343  -0.54
32 O -0.584 -1.538 -1.157  -0.20
33 C 1.199 -0.729 -2.412  -0.21
34 C 2.054 -0.701 -3.507  -0.02
35 C 3.169 0.099 -3.495  -0.05
36 C 3.433 0.911 -2.340  -0.17
37 C 4.545 1.752 -2.232  -0.07
38 C 4.749 2.558 -1.119  -0.12
39 C 3.825 2.524 -0.080  -0.11
40 C 2.735 1.674 -0.140  -0.07
41 C 2.504 0.856 -1.260  -0.23
42 N 1.410 0.042 -1.297  0.01
43 H 1.807 -1.339 -4.346  0.11
44 H 3.853 0.135 -4.335  0.09
45 H 5.249 1.779 -3.059  0.10
46 H 5.611 3.214 -1.068  0.08
47 H 3.940 3.171 0.780  0.08
48 H 2.012 1.672 0.667  0.04
49 Cl -0.406 3.219 -1.753  0.14
50 Si -0.911 2.135 -0.035  -0.49
51 Cl 0.029 3.383 1.505  0.08
52 Cl -2.915 2.725 0.355  0.12
53 C -2.783 -1.402 -5.673  -0.06
54 C -3.973 -1.918 -4.892  -0.52
55 C -4.666 -3.098 -5.545  -0.06
56 O -4.939 -0.850 -4.779  -0.36
57 P -5.287 -0.324 -3.273  -0.18
58 S -6.423 -1.661 -2.345  0.15
59 S -3.621 0.261 -2.420  0.31
60 O -6.283 0.888 -3.672  -0.34
61 C -6.086 1.900 -4.671  -0.46
62 C -4.656 2.384 -4.844  -0.09
63 C -6.691 1.427 -5.985  -0.06
64 H -2.011 -2.171 -5.740  0.08
65 H -2.357 -0.541 -5.156  0.06
66 H -3.088 -1.107 -6.682  0.08
67 H -3.631 -2.197 -3.893  0.10
68 H -4.992 -2.835 -6.556  0.07
69 H -5.538 -3.382 -4.956  0.06
70 H -3.983 -3.949 -5.608  0.08
71 H -6.683 2.738 -4.296  0.13
72 H -4.010 1.593 -5.224  0.06
73 H -4.234 2.733 -3.904  0.06
74 H -4.664 3.208 -5.565  0.08
75 H -6.104 0.604 -6.391  0.07
76 H -6.708 2.248 -6.708  0.07
77 H -7.712 1.077 -5.824  0.08
78 Cl 7.298 -1.580 2.161  0.73
79 C 6.787 0.086 2.171  -0.55
80 C 7.619 0.988 1.526  -0.12
81 C 7.373 2.345 1.573  -0.10
82 C 6.272 2.801 2.280  -0.14
83 C 5.432 1.896 2.886  -0.57
84 Cl 4.026 2.516 3.717  0.73
85 C 5.628 0.500 2.849  -0.28
86 N 4.713 -0.308 3.479  0.07
87 C 4.564 -1.725 3.438  -0.25
88 C 4.786 -2.443 4.610  -0.05
89 C 4.631 -3.816 4.630  -0.10
90 C 4.265 -4.477 3.463  -0.08
91 C 4.028 -3.758 2.305  -0.02
92 C 4.151 -2.369 2.271  -0.17
93 C 3.813 -1.621 1.005  -0.04
94 C 2.425 -2.054 0.528  -0.61
95 O 2.297 -2.959 -0.270  0.08
96 O 1.459 -1.417 1.139  -0.16
97 H 8.476 0.595 0.996  0.10
98 H 8.022 3.040 1.057  0.10
99 H 6.035 3.854 2.338  0.11
100 H 4.133 0.170 4.148  0.08
101 H 5.103 -1.906 5.496  0.11
102 H 4.803 -4.368 5.547  0.09
103 H 4.149 -5.554 3.461  0.10
104 H 3.703 -4.260 1.401  0.12
105 H 4.535 -1.868 0.224  0.13
106 H 3.826 -0.545 1.160  0.10



Record 2
Here is a structure of composition C42H42IN8OsS3 from OMol25. Energies are from wB97M-V/def2-TZVPD.

Output
Energy relative to the best compared isomer or geometry (same formula, charge and spin) ... 53.4 kJ/mol
Frontier orbital gap (alpha / beta) ... 6.35 / 6.36 eV
Total charge ... +3
HOMO level (alpha / beta) ... -15.54 / -15.55 eV
E_LUMO (alpha / beta) ... -9.193 / -9.195 eV
Calculated total energy ... -3645.49465 a.u.

Last column: Löwdin charge in e.
Geometry (Å):
1 Os -0.968 -1.060 1.456  1.01
2 N 0.868 -1.287 1.110  -0.50
3 S 2.122 -1.453 0.309  0.84
4 N 2.628 -0.147 -0.490  -0.34
5 S 1.812 1.121 -0.873  0.95
6 N 1.095 1.864 0.316  -0.35
7 S -0.457 1.850 0.705  0.89
8 N -1.292 0.530 0.584  -0.43
9 C -0.420 2.431 2.363  -0.34
10 C 0.586 1.963 3.202  -0.09
11 C 0.541 2.333 4.535  -0.04
12 C -0.486 3.146 5.002  -0.02
13 C -1.485 3.592 4.147  -0.02
14 C -1.466 3.230 2.809  -0.04
15 C -1.288 3.026 -0.303  -0.35
16 C -2.293 2.619 -1.167  -0.06
17 C -2.903 3.578 -1.962  -0.03
18 C -2.505 4.905 -1.883  -0.02
19 C -1.482 5.290 -1.021  -0.02
20 C -0.859 4.348 -0.221  -0.06
21 C 3.067 2.234 -1.411  -0.33
22 C 3.206 3.476 -0.813  -0.04
23 C 4.201 4.319 -1.288  -0.03
24 C 5.015 3.917 -2.336  -0.02
25 C 4.854 2.665 -2.923  -0.03
26 C 3.873 1.806 -2.463  -0.05
27 C 0.722 0.900 -2.240  -0.32
28 C 0.471 2.006 -3.046  -0.05
29 C -0.410 1.864 -4.105  -0.03
30 C -1.024 0.640 -4.342  -0.02
31 C -0.767 -0.451 -3.522  -0.03
32 C 0.114 -0.329 -2.458  -0.06
33 C 2.018 -2.783 -0.840  -0.34
34 C 2.990 -2.876 -1.829  -0.05
35 C 2.937 -3.946 -2.705  -0.02
36 C 1.935 -4.901 -2.581  -0.02
37 C 0.980 -4.798 -1.577  -0.03
38 C 1.015 -3.733 -0.690  -0.07
39 C 3.505 -1.793 1.348  -0.31
40 C 3.285 -2.749 2.336  -0.06
41 C 4.343 -3.115 3.147  -0.03
42 C 5.594 -2.538 2.959  -0.02
43 C 5.795 -1.592 1.963  -0.03
44 C 4.747 -1.209 1.140  -0.05
45 H 1.386 1.339 2.826  0.11
46 H 1.314 1.993 5.211  0.13
47 H -0.505 3.437 6.044  0.13
48 H -2.278 4.225 4.520  0.13
49 H -2.244 3.569 2.138  0.12
50 H -2.580 1.579 -1.233  0.10
51 H -3.692 3.286 -2.642  0.13
52 H -2.995 5.651 -2.494  0.13
53 H -1.178 6.326 -0.968  0.13
54 H -0.068 4.642 0.457  0.13
55 H 2.570 3.775 0.008  0.11
56 H 4.339 5.291 -0.834  0.13
57 H 5.785 4.582 -2.702  0.13
58 H 5.493 2.362 -3.740  0.13
59 H 3.737 0.832 -2.914  0.12
60 H 0.963 2.954 -2.869  0.13
61 H -0.603 2.706 -4.755  0.13
62 H -1.697 0.533 -5.182  0.13
63 H -1.234 -1.405 -3.724  0.12
64 H 0.323 -1.189 -1.836  0.08
65 H 3.777 -2.137 -1.910  0.12
66 H 3.684 -4.042 -3.481  0.13
67 H 1.906 -5.738 -3.265  0.13
68 H 0.215 -5.555 -1.477  0.12
69 H 0.287 -3.655 0.106  0.09
70 H 2.306 -3.191 2.472  0.11
71 H 4.196 -3.852 3.925  0.13
72 H 6.419 -2.830 3.594  0.13
73 H 6.771 -1.150 1.823  0.13
74 H 4.898 -0.470 0.365  0.11
75 C -3.249 -1.719 -0.353  -0.19
76 N -4.579 -2.177 -0.613  -0.08
77 C -4.699 -3.583 -0.212  -0.13
78 N -4.414 -3.733 1.215  -0.07
79 C -3.081 -3.305 1.497  -0.19
80 N -2.875 -1.832 1.119  -0.28
81 C -3.942 -1.037 1.900  -0.18
82 N -5.257 -1.511 1.602  -0.07
83 C -5.527 -1.380 0.169  -0.13
84 C -5.365 -2.925 1.980  -0.12
85 H -3.147 -0.665 -0.620  0.09
86 H -2.522 -2.317 -0.909  0.12
87 H -4.002 -4.189 -0.793  0.14
88 H -5.712 -3.928 -0.414  0.14
89 H -2.355 -3.879 0.916  0.12
90 H -2.862 -3.401 2.560  0.07
91 H -3.831 0.012 1.615  0.12
92 H -3.722 -1.162 2.960  0.09
93 H -5.452 -0.331 -0.124  0.14
94 H -6.539 -1.727 -0.035  0.14
95 H -6.376 -3.271 1.773  0.14
96 H -5.169 -3.035 3.047  0.14
97 I -0.835 -1.666 3.918  0.44